C5H13NP | ωB97M-V/def2-TZVPD

LUMO = -3.4 eV
net charge = +1
maximum force = 6.326 eV/A
structure (SMILES) = C/C=C(\P)[NH+](C)C
frontier orbital gap = 0.381 Eh
multiplicity = 1
energy relative to the best compared isomer or geometry (same formula, charge and spin) = 61.1 kcal/mol

Cartesian coordinates (Å):
C 1.45416 -0.36668 0.16238
C 3.00035 -0.11839 -0.11884
C 0.24954 0.32427 0.03247
C -1.83778 -0.48143 1.26497
C -2.03527 -0.22841 -1.10348
N -1.04627 -0.43063 -0.00779
P 0.04013 2.11683 0.13574
H 1.18114 -1.34818 0.30418
H 3.40224 -0.93800 -0.60703
H 3.48568 -0.17232 0.80041
H 3.27612 0.82735 -0.72514
H -2.50686 -1.20496 1.08973
H -1.17021 -0.50706 2.18465
H -2.30007 0.53173 1.52984
H -1.45035 -0.30033 -1.99036
H -2.67938 -1.01327 -1.18774
H -2.52546 0.74872 -0.83914
H -0.86343 -1.43871 -0.23270
H 0.89428 2.50042 -1.00894
H 1.13366 2.29258 0.99263

Results of the Mulliken charge analysis, in e, for atoms 1 through 5: C -0.301; C -1.185; C 0.248; C -0.898; C -1.059

C28H72F6O14Y | ωB97M-V/def2-TZVPD

LUMO = -8.6 eV
net charge = +1
maximum force = 4.921 eV/A
frontier orbital gap = 0.069 Eh
multiplicity = 1
energy relative to the best compared isomer or geometry (same formula, charge and spin) = 456.1 kcal/mol

Cartesian coordinates (Å):
Y 1.69423 -1.13621 -5.25997
C -2.23259 -0.71253 -0.54781
O -1.06087 -0.67441 0.21586
O -1.80211 -0.80052 -1.88062
C -3.34681 -1.76066 -0.14507
F -3.02139 -3.01905 -0.46539
F -3.77568 -1.76702 1.14136
F -4.44256 -1.53808 -0.75768
C -1.00191 -0.56420 1.62478
C 0.43680 -0.76258 2.01841
H 0.60280 -1.01660 3.06532
H 0.79385 -1.61972 1.44752
H 1.07920 0.08286 1.77217
H -1.63696 -1.31439 2.09597
H -1.24476 0.44223 1.96570
H -2.75214 0.24514 -0.57975
C 3.68123 5.09574 -2.49679
O 3.47044 6.26874 -3.23511
O 3.34465 3.95430 -3.35761
C 5.02299 4.98592 -1.62120
F 5.11907 5.94073 -0.62986
F 5.22002 3.82562 -1.03709
F 6.07514 5.14723 -2.45084
C 2.96805 7.47582 -2.70768
C 2.75599 8.51169 -3.85166
H 2.80926 9.51328 -3.42495
H 3.56822 8.33649 -4.55714
H 1.73558 8.53829 -4.23395
H 3.67805 7.85452 -1.97243
H 2.06094 7.27325 -2.13827
H 2.93793 5.03754 -1.70166
C 8.29306 -1.32971 4.15712
C 9.48884 -1.85152 4.93549
O 10.32358 -2.54044 4.01012
H 7.74236 -2.20469 3.81181
H 8.58728 -0.71126 3.30915
H 7.58997 -0.65905 4.65104
H 9.28755 -2.59585 5.70592
H 10.02615 -1.06351 5.46320
H 10.94567 -3.00935 4.57112
C 4.70287 -6.91123 7.25088
C 4.91134 -5.68181 8.10596
O 6.19910 -5.82060 8.76297
H 4.96818 -7.82597 7.78093
H 5.38903 -6.98172 6.40689
H 3.69895 -6.97083 6.83053
H 4.15670 -5.59500 8.88768
H 4.91478 -4.68028 7.67581
H 6.03973 -6.41471 9.50001
C 1.34699 7.63780 3.60244
C 1.63281 6.72484 4.80878
O 0.90991 5.49539 4.93471
H 2.09301 8.42691 3.50841
H 0.36319 8.10159 3.53072
H 1.52734 7.04081 2.70847
H 1.31166 7.23374 5.71762
H 2.69334 6.49594 4.70393
H 1.18242 4.97781 5.69592
C 2.07768 -6.98513 -0.54407
C 1.59207 -6.41109 -1.92893
O 1.63980 -5.00737 -1.82533
H 1.74869 -6.44721 0.34503
H 3.16602 -7.01013 -0.48943
H 1.82023 -8.03931 -0.44140
H 0.56652 -6.78029 -1.93345
H 2.18938 -6.83409 -2.73664
H 1.20410 -4.91958 -0.97442
C -5.76008 3.79841 2.65686
C -4.61322 4.76879 2.22477
O -4.18639 5.32377 3.44647
H -6.55324 4.36503 3.14468
H -5.51551 3.00245 3.36024
H -6.29790 3.31763 1.83973
H -4.93032 5.54103 1.52392
H -3.89490 4.12509 1.71707
H -3.31169 4.99146 3.66111
C -8.00391 -3.78017 -7.89358
C -8.83953 -2.82938 -7.01161
O -10.22025 -3.14167 -7.13334
H -8.51621 -3.81989 -8.85486
H -8.09592 -4.79305 -7.50156
H -6.99451 -3.40811 -8.06908
H -8.84551 -1.82668 -7.43899
H -8.59449 -2.54793 -5.98747
H -10.55942 -3.16037 -8.03122
C -4.56190 5.72648 -5.01423
C -3.15062 6.03844 -4.45646
O -2.31347 5.10493 -5.14666
H -5.28367 6.27100 -4.40542
H -4.61645 4.65269 -4.83509
H -4.63900 5.79980 -6.09904
H -3.03607 5.76539 -3.40746
H -2.79811 7.02441 -4.75929
H -1.47622 5.38037 -4.76620
C 3.43706 0.47922 11.09841
C 2.24838 1.01211 10.32192
O 2.59027 2.22563 9.83281
H 3.27922 -0.56133 11.38206
H 3.66147 1.13161 11.94227
H 4.38416 0.55870 10.56474
H 1.38965 1.12398 10.98387
H 2.03830 0.34279 9.48769
H 2.44550 2.91308 10.48706
C -1.79668 1.78343 -10.75545
C -1.96645 0.72471 -9.66970
O -1.06744 1.13049 -8.61555
H -2.27152 1.45292 -11.67923
H -0.72329 1.87602 -10.92084
H -2.16369 2.78372 -10.52557
H -1.70693 -0.23175 -10.12350
H -3.01057 0.63407 -9.37019
H -1.45913 1.95997 -8.33245
C -5.55595 -9.97843 -3.01021
C -4.31535 -10.81278 -2.99808
O -4.22024 -11.57802 -1.87170
H -5.60261 -9.32372 -3.88042
H -5.55028 -9.33665 -2.12919
H -6.33996 -10.73258 -2.94173
H -3.35066 -10.30570 -3.01606
H -4.34317 -11.46281 -3.87259
H -3.48853 -12.19511 -1.94519

Results of the Mulliken charge analysis, in e, for atoms 1 through 5: Y 1.046; C 0.111; O -0.218; O -0.478; C 0.790

Number 1: HOMO level -13.81 eV. Number 2: HOMO level -10.45 eV.